63
Properties=species:S:1:pos:R:3:forces:R:3:lowdin_spin:R:1 method="wB97M-V/def2-TZVPD" homo_lumo_gap_ha="0.21755 / 0.24075" e_lumo_ev="2.14 / 2.14" e_above_lowest_ev=0.000 spin_multiplicity=6 max_force_ev_per_a=0.6 total_energy_ev=-87327.707 total_charge=-1 s_squared=8.760
Mn 0.30921 -1.34036 -0.73698 0.2 0.4 -0.3 4.673
N 0.10984 1.07934 2.65461 0.0 0.0 0.0 0.004
C 0.41716 0.34581 1.56474 0.0 0.0 0.0 0.009
O -0.31441 -0.59479 1.23802 -0.1 0.0 0.0 0.047
C 1.64671 0.74202 0.77921 0.0 0.0 0.0 0.013
C 2.16508 -0.40364 -0.08596 0.0 -0.1 0.0 0.042
H -0.74690 0.89004 3.14438 0.0 0.0 0.0 0.000
H 0.68616 1.85287 2.92813 0.0 0.0 0.0 0.001
H 2.36361 1.18717 1.48746 0.0 0.0 0.0 0.002
H 1.31426 1.56513 0.13256 0.0 0.0 0.0 0.000
H 2.82905 -1.04659 0.50374 0.0 0.0 0.0 0.008
H 2.74636 0.00515 -0.91516 0.0 0.0 0.0 0.009
O -0.49419 -3.95054 -2.34283 -0.1 -0.1 -0.1 0.023
C 0.11009 -3.37970 -1.46392 0.0 -0.2 0.0 0.034
C 6.57379 -1.75598 6.58118 0.0 0.0 0.0 0.000
C 5.57091 -2.11682 5.51104 0.0 0.0 0.0 0.001
O 4.65991 -1.40940 5.18518 0.0 0.0 0.0 0.000
S 5.91616 -3.71268 4.77864 0.0 0.0 0.0 0.001
C 4.70936 -3.79211 3.48645 0.0 0.0 0.0 0.005
C 5.10989 -3.60619 2.16802 0.0 0.0 0.0 0.000
C 4.18690 -3.70052 1.14265 0.0 0.0 0.0 0.004
C 2.84352 -3.97567 1.41971 -0.1 0.0 -0.1 0.002
C 2.45082 -4.14629 2.75221 0.0 0.0 0.0 0.004
C 3.37691 -4.06349 3.77531 0.0 0.0 0.0 -0.001
C 1.89114 -4.05254 0.36348 0.2 -0.2 0.1 0.027
C 1.09576 -4.09424 -0.55630 -0.1 0.3 0.1 0.009
H 6.14282 -1.00247 7.23626 0.0 0.0 0.0 0.000
H 7.46215 -1.34688 6.09795 0.0 0.0 0.0 0.000
H 6.87450 -2.63349 7.15325 0.0 0.0 0.0 0.000
H 6.14623 -3.38291 1.94950 0.0 0.0 0.0 0.000
H 4.48890 -3.54662 0.11582 0.0 0.0 0.0 0.000
H 1.40985 -4.34184 2.97125 0.0 0.0 0.0 0.000
H 3.06829 -4.19865 4.80358 0.0 0.0 0.0 0.000
O 1.12557 1.70125 -3.00233 0.0 0.0 0.0 0.002
C 0.00202 1.48381 -2.59833 0.0 0.0 0.0 0.006
N -1.04118 2.41161 -2.72100 0.0 0.0 0.0 0.002
C -2.30656 1.80854 -2.36421 0.0 0.0 0.0 0.001
C -1.78146 0.48620 -1.73246 -0.1 0.0 0.0 0.010
O -2.49004 -0.30761 -1.12759 0.0 0.0 0.0 0.017
N -0.46092 0.36329 -1.94575 -0.1 -0.2 0.2 0.042
C -3.19047 1.53771 -3.58521 0.0 0.0 0.0 0.000
C -3.38371 2.55470 -4.51742 0.0 0.0 0.0 0.000
C -4.19447 2.36290 -5.62403 0.0 0.0 0.0 0.000
C -4.83390 1.14502 -5.81370 0.0 0.0 0.0 0.000
C -4.65333 0.13088 -4.88695 0.0 0.0 0.0 0.000
C -3.84023 0.32380 -3.77679 0.1 0.0 0.0 0.000
C -3.09696 2.62677 -1.34899 0.0 0.0 0.0 0.000
C -2.70100 3.91277 -1.00492 0.0 0.0 0.0 0.000
C -3.44395 4.66508 -0.10279 0.0 0.0 0.0 0.000
C -4.58860 4.13507 0.47008 0.0 0.0 0.0 0.000
C -4.98510 2.84611 0.13439 0.0 0.0 0.0 0.000
C -4.24991 2.09833 -0.77068 0.0 0.0 0.0 0.000
H -0.96069 3.05602 -3.48943 0.0 0.0 -0.1 0.000
H -2.90970 3.51954 -4.37419 0.0 0.0 0.0 0.000
H -4.32901 3.16619 -6.33793 0.0 0.0 0.0 0.000
H -5.46595 0.98977 -6.67910 0.0 0.0 0.0 0.000
H -5.14062 -0.82585 -5.02743 0.0 0.0 0.0 0.000
H -3.69629 -0.47498 -3.06134 0.0 0.0 0.0 0.000
H -1.79113 4.31623 -1.42875 0.0 0.0 0.0 0.000
H -3.12002 5.66627 0.15478 0.0 0.0 0.0 0.000
H -5.16756 4.71849 1.17544 0.0 0.0 0.0 0.000
H -5.87333 2.41850 0.58317 0.0 0.0 0.0 0.000
H -4.55133 1.09046 -1.01973 0.0 0.0 0.0 0.000

=====

59
Properties=species:S:1:pos:R:3:forces:R:3:nbo_charge:R:1 method="wB97M-V/def2-TZVPD" homo_lumo_gap_ha=0.26771 e_lumo_ev=-0.58 e_above_lowest_ev=0.969 max_force_ev_per_a=0.9 smiles="C=CCN1C=C2C(=O)[C@](C)(OC(=O)CCc3ccccc3)C(=O)C=C2C=C1c1ccc(C#N)cc1" total_energy_ev=-41632.299
C -2.57133 -0.89503 3.99056 0.0 0.0 0.1 -0.354
C -2.99864 -0.64468 2.76869 -0.1 -0.2 -0.2 -0.203
C -3.20324 -1.70352 1.72045 -0.3 0.1 0.6 -0.248
N -2.29770 -1.48733 0.60320 -0.1 -0.1 -0.3 -0.358
C -1.05491 -2.01047 0.66394 0.6 -0.1 -0.3 0.141
C -0.07933 -1.73309 -0.24347 -0.7 0.0 0.3 -0.261
C -0.32214 -0.78753 -1.30043 0.5 -0.1 0.0 0.159
C 0.64744 -0.41249 -2.18332 -0.4 0.2 -0.1 -0.434
C 1.98882 -0.89014 -2.10973 0.1 0.0 0.2 0.538
O 2.91047 -0.44331 -2.77536 0.0 -0.2 0.0 -0.591
C 2.28700 -2.05498 -1.14139 0.3 -0.1 -0.1 0.049
C 1.23530 -2.35604 -0.07194 0.1 -0.3 0.2 0.603
O 1.48041 -3.13690 0.82525 0.0 0.1 -0.2 -0.562
C 2.51936 -3.32095 -1.96938 0.1 0.2 0.3 -0.604
H 3.32742 -3.13520 -2.67248 0.0 0.0 -0.1 0.239
H 1.61363 -3.57623 -2.51483 -0.1 0.0 -0.1 0.218
H 2.79156 -4.13923 -1.30692 0.0 0.0 0.1 0.233
O 3.52280 -1.75683 -0.46795 0.0 -0.5 -0.5 -0.479
C 3.40587 -0.83121 0.47485 0.1 0.4 0.7 0.820
O 2.34181 -0.35545 0.79919 0.1 0.1 -0.1 -0.600
C 4.74441 -0.45161 1.04947 0.0 0.0 -0.1 -0.488
C 5.40916 0.59077 0.12921 -0.1 0.0 0.1 -0.427
C 4.61088 1.86453 0.10308 0.1 0.1 -0.1 0.071
C 3.75532 2.14469 -0.95339 0.1 0.0 0.0 -0.250
C 2.99193 3.29883 -0.94952 -0.1 0.1 0.0 -0.191
C 3.07834 4.18836 0.10717 -0.1 0.1 0.0 -0.226
C 3.93417 3.91954 1.16163 0.0 0.1 0.1 -0.208
C 4.69341 2.76376 1.15891 0.0 0.0 0.0 -0.246
H 5.36080 2.55756 1.98465 0.1 0.0 0.1 0.203
H 4.00926 4.61169 1.98836 0.0 0.0 0.1 0.209
H 2.48257 5.09002 0.10955 0.0 0.1 0.0 0.208
H 2.32743 3.50328 -1.77656 0.0 0.0 -0.1 0.208
H 3.68436 1.45562 -1.78195 0.0 -0.1 -0.1 0.239
H 6.41615 0.78731 0.50452 0.0 0.0 -0.1 0.216
H 5.48477 0.17646 -0.87734 0.1 0.0 0.0 0.229
H 4.59255 -0.03108 2.04359 0.0 -0.1 0.0 0.229
H 5.36855 -1.34336 1.10674 0.0 0.0 0.1 0.233
H 0.44419 0.34201 -2.92839 0.0 0.1 -0.1 0.220
C -1.64786 -0.24378 -1.31694 -0.3 0.0 0.2 -0.261
C -2.58691 -0.58866 -0.40253 0.4 0.2 -0.5 0.194
C -3.94590 -0.01424 -0.49060 -0.3 0.1 0.0 -0.067
C -5.04360 -0.81855 -0.79362 0.1 0.1 0.0 -0.208
C -6.30351 -0.26718 -0.90937 0.0 0.1 0.0 -0.140
C -6.47869 1.10434 -0.72113 0.8 -0.3 0.1 -0.175
C -5.38233 1.91682 -0.43173 -0.2 -0.1 -0.1 -0.166
C -4.12528 1.35650 -0.32341 0.1 -0.2 0.0 -0.139
H -3.27073 1.97846 -0.10226 0.1 0.1 0.0 0.226
H -5.52435 2.97835 -0.29555 0.0 0.1 0.0 0.235
C -7.77084 1.67085 -0.82984 -0.4 0.2 0.0 0.267
N -8.81851 2.12679 -0.91495 -0.4 0.2 0.0 -0.281
H -7.15446 -0.88741 -1.14804 0.0 0.0 0.0 0.233
H -4.90335 -1.87721 -0.95998 0.0 -0.1 0.0 0.228
H -1.90610 0.46020 -2.09301 -0.1 0.0 0.0 0.229
H -0.84191 -2.68643 1.47934 0.0 0.0 0.1 0.238
H -3.00374 -2.69172 2.14002 0.0 0.1 -0.1 0.219
H -4.23528 -1.67376 1.36245 0.2 -0.1 0.1 0.228
H -3.20727 0.36615 2.44547 0.0 0.2 0.0 0.204
H -2.42856 -0.11090 4.71302 0.0 0.2 0.1 0.209
H -2.35364 -1.89638 4.32398 0.0 -0.2 0.0 0.194

=====

59
Properties=species:S:1:pos:R:3:forces:R:3:nbo_charge:R:1 method="wB97M-V/def2-TZVPD" homo_lumo_gap_ha=0.28285 e_lumo_ev=-0.69 e_above_lowest_ev=0.000 max_force_ev_per_a=2.0 smiles="O=C1c2ccccc2C(=O)N1C[C@@H]1CCCN1.O=C1C(=Cc2ccccc2)C(=O)c2ccccc21" total_energy_ev=-41633.268
C 4.27864 -1.61806 1.40800 -0.3 0.3 0.0 -0.190
C 2.89502 -1.82495 1.45103 0.0 0.2 0.0 -0.204
C 2.06966 -0.73114 1.69759 0.4 0.3 -0.1 -0.054
C 2.59846 0.55250 1.88216 0.3 -0.4 -0.1 -0.152
C 3.97347 0.77091 1.81008 -0.1 -0.1 0.0 -0.161
C 4.81519 -0.32587 1.58344 -0.4 0.0 0.0 -0.195
C 1.49353 1.53484 2.12129 0.1 0.7 0.2 0.555
O 1.59914 2.74392 2.27740 -0.1 -1.3 -0.1 -0.532
C 0.23469 0.73049 2.10593 -1.0 0.3 0.2 -0.304
C -0.99049 1.29523 2.25463 1.2 -0.1 -0.6 0.009
C -2.24137 0.57789 2.11261 -1.4 -0.8 0.0 -0.107
C -2.48058 -0.62523 2.81551 0.1 0.6 -0.2 -0.173
C -3.68481 -1.30331 2.66698 0.1 0.2 -0.1 -0.156
C -4.64574 -0.83089 1.76177 0.1 0.2 0.2 -0.215
C -4.42442 0.35501 1.04787 0.1 -0.1 0.2 -0.216
C -3.24446 1.07133 1.24420 0.6 -0.2 0.5 -0.172
C 0.57716 -0.69663 1.78295 -0.6 -0.9 -0.1 0.594
O -0.15539 -1.66544 1.59827 1.0 1.4 0.2 -0.542
H 4.94272 -2.46259 1.22614 -0.1 0.2 0.0 0.221
H 2.43253 -2.79952 1.29818 0.3 0.2 0.0 0.235
H 4.34315 1.78894 1.92915 0.1 -0.3 0.0 0.234
H 5.89445 -0.17206 1.53376 -0.3 -0.1 0.0 0.222
H -1.01850 2.38315 2.37041 0.0 -0.2 0.0 0.232
H -1.70964 -1.00148 3.49285 -0.4 0.1 -0.3 0.217
H -3.85440 -2.19964 3.26970 -0.1 0.3 -0.3 0.207
H -5.58296 -1.37818 1.64187 0.3 0.2 0.0 0.213
H -5.17650 0.74066 0.35547 0.2 -0.2 0.2 0.217
H -3.04184 2.00873 0.72091 -0.2 -0.3 0.1 0.213
O -4.97884 2.69576 4.25200 -0.5 1.5 1.2 -0.570
C -5.25749 3.51790 5.12484 0.5 -0.9 -0.8 0.674
C -6.59160 3.93620 5.61888 -0.7 -0.1 0.0 -0.063
C -6.42602 4.76567 6.71757 -0.5 0.1 0.1 -0.143
C -7.52671 5.30444 7.37316 0.1 0.0 0.0 -0.161
C -8.80751 4.99221 6.88771 0.3 -0.2 -0.3 -0.196
C -8.96777 4.13497 5.78000 0.3 0.2 0.3 -0.192
C -7.84727 3.58891 5.14208 0.2 0.1 0.0 -0.191
C -4.95901 4.91595 6.97135 0.7 0.3 0.5 0.686
O -4.37393 5.48129 7.88039 -0.7 -0.6 -1.2 -0.544
N -4.34371 4.21917 5.90836 0.6 -0.1 0.0 -0.468
C -2.88398 4.08192 5.76244 -0.3 -0.2 -0.2 -0.222
C -2.37313 2.78856 6.36300 0.2 -0.2 1.4 -0.049
C -0.85696 2.68255 6.63856 -0.3 0.1 -0.5 -0.399
C -0.67226 1.17161 6.87439 0.0 -0.2 0.1 -0.410
C -1.97394 0.48966 6.34539 0.2 0.2 0.7 -0.210
N -2.64184 1.57248 5.65198 -0.2 -0.4 -1.2 -0.652
H -7.36254 5.95939 8.23200 -0.2 -0.2 -0.3 0.235
H -9.69129 5.41601 7.36724 0.3 -0.1 -0.1 0.224
H -9.96797 3.89669 5.41440 0.3 0.1 0.2 0.224
H -7.90244 2.91403 4.28789 -0.2 0.2 0.2 0.238
H -2.64201 4.14308 4.69423 0.0 0.1 0.2 0.224
H -2.45247 4.92043 6.31308 0.0 0.0 -0.2 0.238
H -2.81871 2.73948 7.37992 -0.2 0.1 0.0 0.146
H -0.27478 3.02746 5.77313 -0.2 -0.1 0.1 0.207
H -0.57102 3.28067 7.50627 0.0 0.0 -0.1 0.211
H 0.21941 0.78785 6.36968 -0.1 0.1 0.1 0.211
H -0.57358 0.98348 7.94905 0.1 -0.1 -0.2 0.205
H -1.76814 -0.37957 5.70770 -0.1 0.3 0.0 0.195
H -2.53658 0.12252 7.23148 0.0 0.1 -0.4 0.156
H -3.59122 1.41848 5.30668 0.5 0.1 0.3 0.403

=====

68
Properties=species:S:1:pos:R:3:forces:R:3:lowdin_spin:R:1 method="wB97M-V/def2-TZVPD" homo_lumo_gap_ha="0.16433 / 0.27187" e_lumo_ev="4.02 / 4.02" e_above_lowest_ev=0.471 spin_multiplicity=5 max_force_ev_per_a=1.3 total_energy_ev=-68928.901 total_charge=-2 s_squared=6.064
Pt -0.63013 0.89974 0.60974 0.1 -0.4 0.7 0.841
C 1.20778 -0.99686 -5.81447 0.0 0.0 0.1 0.000
C 1.45377 -0.16563 -4.58146 0.0 0.0 -0.1 0.000
C 0.85223 1.07857 -4.42904 0.0 0.0 0.0 0.000
C 1.03899 1.82223 -3.27373 0.0 0.0 0.0 0.000
C 1.82098 1.31010 -2.25104 0.0 0.1 0.1 0.000
C 2.46767 0.09487 -2.40607 0.1 0.1 0.0 0.000
C 2.28491 -0.63572 -3.56753 0.0 0.1 -0.1 0.000
S 1.96604 2.22891 -0.72580 -0.1 0.6 0.1 0.002
O 2.52193 3.50820 -1.11827 -0.2 -0.1 0.0 0.001
O 2.75444 1.41522 0.17154 0.0 -0.2 -0.1 0.001
N 0.51953 2.45167 -0.07522 0.9 -0.1 0.2 0.010
C -0.36074 3.45686 -0.64861 -0.6 -0.3 -0.5 0.008
C -1.46851 2.77524 -1.51013 0.8 1.0 0.3 0.011
O -1.99336 3.42544 -2.41461 -0.1 -0.4 0.1 0.013
O -1.71789 1.57539 -1.15504 -0.8 -0.3 -0.7 0.180
H 0.62472 -0.43894 -6.54689 0.0 0.0 0.0 0.000
H 0.65353 -1.90332 -5.56185 0.0 0.0 0.0 0.000
H 2.14968 -1.30110 -6.27573 0.0 0.0 0.0 0.000
H 0.21573 1.46880 -5.21446 0.0 0.0 0.0 0.000
H 0.56929 2.79115 -3.17428 -0.1 0.0 0.0 0.000
H 3.09953 -0.27209 -1.60729 0.0 0.0 0.0 0.000
H 2.78075 -1.59373 -3.68312 0.0 0.0 0.0 0.000
H 0.18516 4.20223 -1.22299 0.0 0.0 0.0 0.000
H -0.90569 3.95501 0.15970 0.2 0.1 0.1 0.006
O 1.06087 0.03494 2.26544 0.1 0.0 0.0 0.070
C 2.08022 -0.47580 1.84440 0.0 0.0 0.2 0.018
C 2.16112 -1.49399 0.79990 -0.2 0.0 -0.2 0.001
C 3.19428 -2.40369 0.87987 0.2 -0.1 0.0 0.003
C 3.26351 -3.49729 0.02533 -0.4 0.3 -0.1 0.001
C 2.25337 -3.68627 -0.93916 0.1 -0.1 0.1 0.001
C 1.25875 -2.76846 -1.07796 0.0 0.0 0.0 0.002
C 1.19206 -1.58428 -0.26662 0.1 -0.1 0.1 0.003
O 0.36607 -0.68389 -0.57470 -0.4 0.2 0.0 0.028
N 4.33722 -4.42204 0.12908 0.3 -0.3 0.1 0.000
O 4.36287 -5.38753 -0.63276 0.0 0.1 0.0 0.000
O 5.21023 -4.23229 0.97362 -0.1 0.0 0.0 0.000
H 3.04493 -0.23549 2.32980 0.0 -0.1 0.0 0.003
H 3.96156 -2.28976 1.63592 0.0 0.0 0.0 0.000
H 2.28999 -4.57302 -1.55637 0.0 0.0 -0.1 0.000
H 0.48785 -2.88612 -1.82840 0.0 0.0 0.0 0.000
N -5.83141 -3.84441 0.04008 -0.1 0.0 -0.1 0.032
C -5.30623 -3.30264 1.22577 0.2 0.1 0.0 0.116
O -5.83229 -3.62269 2.30443 -0.1 0.0 0.0 0.128
C -4.20898 -2.38846 1.09284 -0.1 -0.1 0.1 0.202
C -3.57386 -2.02531 -0.13591 0.0 0.0 0.1 0.083
C -2.52153 -1.15927 -0.14644 -0.2 -0.2 0.1 0.058
N -2.00689 -0.59101 0.98347 0.0 0.0 -0.2 0.228
C -2.61495 -0.90897 2.16543 0.1 0.1 0.1 0.090
C -3.66399 -1.76870 2.25441 0.0 0.0 0.0 0.072
H -6.43287 -4.63200 0.21813 0.1 -0.1 0.0 0.003
H -5.19274 -3.96940 -0.72739 0.0 0.0 0.0 0.003
H -3.91827 -2.40652 -1.08877 0.0 0.0 0.0 0.006
H -2.05159 -0.88162 -1.07666 0.0 0.1 0.0 0.002
H -2.19912 -0.43175 3.04351 0.0 0.0 0.0 0.013
H -4.10745 -1.99437 3.21434 0.1 0.0 0.0 0.005
C -1.33835 2.03075 2.03949 0.2 -0.2 -0.6 1.114
C -0.78641 2.80728 3.05090 0.0 0.2 0.3 0.190
C 0.60359 3.13747 3.10784 -0.1 -0.1 -0.1 0.142
C 1.10071 3.93745 4.11107 0.0 0.1 0.1 0.002
C 0.27234 4.43783 5.11846 0.0 0.0 0.0 0.148
C -1.08486 4.11626 5.09621 0.0 0.1 0.1 -0.004
C -1.60833 3.33165 4.09298 -0.1 -0.1 -0.1 0.143
H 1.25381 2.74415 2.33975 0.0 0.0 0.0 0.006
H 2.15661 4.18416 4.11047 0.0 0.0 0.0 -0.003
H 0.67488 5.05769 5.91028 0.0 0.0 0.0 0.011
H -1.73352 4.48906 5.88178 0.0 0.0 0.0 -0.004
H -2.66348 3.08610 4.08273 0.0 0.0 0.0 0.012